[1]
This record from the OMol25 dataset describes 2 unconnected molecules or ions with the total composition C4H11INP. The level of theory is wB97M-V/def2-TZVPD.

Cartesian coordinates (Å):
C -0.23174 -0.87940 -1.05906
C -1.99500 0.44591 0.14181
C 0.35676 1.30273 0.03413
C -0.51635 0.05105 0.13198
N -0.22293 -0.58817 1.40749
P 3.83060 -1.71800 -0.03008
I 4.63307 0.52489 -0.06187
H -0.82060 -1.79252 -0.97769
H -0.48324 -0.39033 -1.99670
H 0.82399 -1.15232 -1.08386
H -2.24313 1.01413 -0.75061
H -2.20413 1.05465 1.01711
H -2.62829 -0.43779 0.17799
H 1.41080 1.03239 0.04827
H 0.15264 1.84256 -0.88654
H 0.16046 1.95420 0.88037
H -0.77906 -1.42535 1.53567
H 0.75617 -0.83863 1.47158

Calculated values
multiplicity: 1
orbital gap (spin up / spin down): 6.657 / 6.690 eV
DFT total energy: -23204.4949 eV
lowest unoccupied orbital energy (spin up / spin down): -0.06620 / -0.06549 Eh
HOMO level (spin up / spin down): -8.46 / -8.47 eV
energy above the lowest of the compared OMol25 structures with the same formula, charge and spin: 0.00 kcal/mol


[2]
This record from the OMol25 dataset describes 2 unconnected molecules or ions with the total composition C2H4BrFO in a non-equilibrium geometry. The level of theory is wB97M-V/def2-TZVPD.

Cartesian coordinates (Å):
C -0.43178 1.51329 -0.62755
C 0.19784 -0.86533 0.60844
O 0.90887 -1.62671 -0.20393
F -0.99023 -1.34790 1.09587
Br 1.26038 -0.08934 1.95560
H -1.24277 1.33614 -1.32608
H -0.74315 1.81483 0.43045
H 0.63661 1.13363 -0.89328
H 0.40423 -1.86861 -1.03952

Calculated values
multiplicity: 3
orbital gap (spin up / spin down): 8.050 / 10.241 eV
DFT total energy: -76941.6626 eV
lowest unoccupied orbital energy (spin up / spin down): 0.01778 / -0.02731 Eh
expectation value of S²: 2.007
HOMO level (spin up / spin down): -7.57 / -10.98 eV
energy above the lowest of the compared OMol25 structures with the same formula, charge and spin: 11.51 kcal/mol


[3]
This record from the OMol25 dataset describes 2 unconnected molecules or ions with the total composition C10H17ClSi in a non-equilibrium geometry. The level of theory is wB97M-V/def2-TZVPD.

Cartesian coordinates (Å):
C 1.27635 -3.59180 -1.33250
C 0.56365 -3.39620 -0.18752
C 1.03134 -2.79237 -2.54300
C -0.45856 -2.50795 -2.62863
C -0.48493 -2.42869 -0.17454
C -0.94016 -1.91318 -1.31171
C 0.66905 0.77994 -0.36388
C 1.06748 1.06900 2.59406
C -1.49470 2.35980 1.43669
C 1.06481 3.76499 0.62754
Si 0.36387 2.02643 1.04235
Cl 0.87455 1.62438 -1.81711
H 2.21383 -4.13427 -1.37923
H 0.74580 -4.10810 0.64817
H 1.71724 -2.00613 -2.59381
H 1.33200 -3.35616 -3.37835
H -0.58323 -1.82505 -3.44212
H -1.13524 -3.43165 -2.78785
H -0.86607 -2.06661 0.76393
H -1.89524 -1.39604 -1.43429
H 2.14401 0.95311 2.56654
H 0.61321 1.61155 3.40366
H 0.59832 0.11716 2.62345
H -1.83942 2.65732 0.46968
H -1.92693 1.48842 1.79607
H -1.80801 3.12639 2.15204
H 0.49100 4.66137 0.45692
H 1.71842 4.04270 1.35762
H 1.75666 3.68725 -0.27897

Calculated values
multiplicity: 3
orbital gap (spin up / spin down): 8.794 / 7.286 eV
DFT total energy: -31040.7821 eV
lowest unoccupied orbital energy (spin up / spin down): 0.03103 / -0.03174 Eh
expectation value of S²: 2.008
HOMO level (spin up / spin down): -7.95 / -8.15 eV


[4]
This record from the OMol25 dataset describes 2 unconnected molecules or ions with the total composition C10H16O in a non-equilibrium geometry. The level of theory is wB97M-V/def2-TZVPD.

Cartesian coordinates (Å):
C -2.92753 2.47518 1.21881
C -2.23384 1.68845 0.13392
C -2.34499 0.30097 0.11815
C -1.66559 -0.44434 -0.83282
C -0.93488 0.20030 -1.82809
O -0.18544 -0.51670 -2.74253
C -0.76115 1.57088 -1.78796
C -1.43837 2.30511 -0.81700
H -4.01067 2.37547 1.16783
H -2.64239 3.51413 1.17355
H -2.64061 2.06216 2.17744
H -2.83016 -0.23065 0.91573
H -1.59992 -1.52287 -0.84119
H -0.62866 -1.35362 -2.98024
H -0.12875 2.06895 -2.50193
H -1.26074 3.37067 -0.73770
C 1.93871 -2.51995 0.07521
C 2.33196 -1.74456 1.29370
C 3.33751 -0.61161 1.01902
H 2.79957 -2.90620 -0.48752
H 1.34696 -3.43233 0.26860
H 1.36043 -1.99810 -0.69473
H 2.81837 -2.38564 2.02939
H 1.49381 -1.25809 1.78683
H 4.26953 -0.98368 0.57790
H 3.60780 -0.15474 1.96142
H 2.92904 0.13083 0.33419

Calculated values
SMILES: Cc1ccc(O)cc1.CCC
multiplicity: 1
orbital gap: 9.368 eV
DFT total energy: -12676.8674 eV
lowest unoccupied orbital energy: 0.03161 Eh
HOMO level: -8.51 eV
energy above the lowest of the compared OMol25 structures with the same formula, charge and spin: 19.78 kcal/mol


Question: DFT total energy of number 3 (C10H17ClSi)?
Answer: -31040.7821 eV


Question: DFT total energy of number 3 (C10H17ClSi)?
Answer: -31040.7821 eV


Please write out number 2 again, unchanged.
This record from the OMol25 dataset describes 2 unconnected molecules or ions with the total composition C2H4BrFO in a non-equilibrium geometry. The level of theory is wB97M-V/def2-TZVPD.

Cartesian coordinates (Å):
C -0.43178 1.51329 -0.62755
C 0.19784 -0.86533 0.60844
O 0.90887 -1.62671 -0.20393
F -0.99023 -1.34790 1.09587
Br 1.26038 -0.08934 1.95560
H -1.24277 1.33614 -1.32608
H -0.74315 1.81483 0.43045
H 0.63661 1.13363 -0.89328
H 0.40423 -1.86861 -1.03952

Calculated values
multiplicity: 3
orbital gap (spin up / spin down): 8.050 / 10.241 eV
DFT total energy: -76941.6626 eV
lowest unoccupied orbital energy (spin up / spin down): 0.01778 / -0.02731 Eh
expectation value of S²: 2.007
HOMO level (spin up / spin down): -7.57 / -10.98 eV
energy above the lowest of the compared OMol25 structures with the same formula, charge and spin: 11.51 kcal/mol


Question: Look up the multiplicity of the third one.
Answer: 3